Record 1
The following is a DFT calculation (ωB97M-V/def2-TZVPD) of a cluster of 5 separate species, C12H30FNO16PS4 in total in a non-equilibrium geometry.

Element x y z (Å)
C 0.73159 -2.83365 -2.14958
C -0.12793 -2.15256 -3.25437
C -1.03807 -3.09801 -4.06635
F -1.66972 -2.35409 -5.10485
P -2.34241 -4.15357 -3.13285
C -2.76579 -2.82281 -1.81245
N -3.28938 -1.54467 -2.33928
H 0.30156 -2.78567 -1.14235
H 1.03459 -3.87307 -2.37797
H 1.67697 -2.25633 -2.09816
H 0.60541 -1.72293 -3.97020
H -0.65323 -1.27886 -2.85735
H -0.36710 -3.80671 -4.59237
H -3.47359 -3.62948 -3.92751
H -2.18874 -5.18080 -4.17952
H -1.24246 -4.72792 -2.34435
H -3.23763 -5.10222 -2.43433
H -1.95033 -2.63802 -1.08012
H -3.58663 -3.26061 -1.19769
H -3.41151 -1.56703 -3.34176
H -2.77142 -0.73846 -2.02909
C -2.20522 3.75163 -3.03084
C -2.85679 4.00997 -1.68502
O -2.53813 2.85953 -0.90009
S -1.08837 2.29770 -1.33936
O -0.11061 2.80361 -0.42923
O -1.21449 0.91207 -1.63673
O -0.95953 3.12140 -2.72293
H -2.79946 3.06158 -3.63400
H -2.03433 4.66870 -3.59018
H -3.93464 4.13016 -1.76003
H -2.42447 4.88787 -1.19732
C 3.30574 5.35684 1.16221
C 1.81589 5.07649 1.17360
O 1.22204 6.28794 1.66898
S 2.10895 7.54757 1.19474
O 1.51473 8.11282 0.02532
O 2.42340 8.33622 2.34202
O 3.42243 6.72725 0.74560
H 3.73342 5.26483 2.15945
H 3.84225 4.70623 0.47553
H 1.54536 4.23309 1.80938
H 1.44038 4.90004 0.16369
C 0.67419 3.17367 6.45033
C 1.83018 2.19399 6.52830
O 2.07782 1.81583 5.17159
S 1.74680 3.06295 4.20217
O 2.96747 3.74258 3.90873
O 0.85443 2.61761 3.18508
O 0.92401 3.94632 5.27285
H -0.27845 2.65436 6.32479
H 0.62197 3.82238 7.32152
H 1.59534 1.31873 7.12859
H 2.73077 2.67376 6.91948
C 0.19761 -6.20875 1.36388
C 1.32479 -7.22623 1.38112
O 1.47435 -7.62751 0.01944
S 1.11920 -6.37300 -0.94488
O 2.34181 -5.73896 -1.32273
O 0.15441 -6.81034 -1.89214
O 0.39278 -5.45682 0.16865
H -0.77745 -6.69846 1.30542
H 0.22137 -5.54983 2.22928
H 1.10027 -8.08705 2.00703
H 2.26352 -6.77129 1.70922

## Properties
Frontier orbital gap in eV: 4.24
HOMO energy in eV: -2.749
Electronic energy in eV: -102520.743
Charge: -1



Record 2
The following is a DFT calculation (ωB97M-V/def2-TZVPD) of the ion C5H12NS with charge +1 in a non-equilibrium geometry.

Element x y z (Å)
C 0.31850 0.34078 2.47180
C -0.16021 0.90684 1.11700
C 0.48777 0.19307 0.01518
C -0.21117 -1.22067 -0.50717
S -1.82464 -1.75297 0.05037
N -0.26771 0.06068 -1.23761
C 0.38681 0.39027 -2.53920
H 0.00362 -0.49210 3.00015
H 0.18836 1.11796 3.23571
H 1.41224 0.19527 2.21656
H 0.10147 1.97702 1.25267
H -1.35880 0.91159 1.19784
H 1.54857 0.37145 -0.16673
H 0.59195 -1.96379 -0.72977
H -1.50947 -3.01898 0.49603
H -1.20799 0.45032 -1.20347
H -0.31822 0.14240 -3.26893
H 0.57634 1.54379 -2.72088
H 1.24256 -0.15293 -2.67954

## Properties
Frontier orbital gap in eV: 10.64
HOMO energy in eV: -13.641
Electronic energy in eV: -17695.751
Charge: +1
Relative energy (zero: lowest compared OMol25 entry of this formula, charge and spin) in kcal per mole: 67.7
SMILES: CC[C@H]1[C@@H](S)[N@@H+]1C



Record 3
The following is a DFT calculation (ωB97M-V/def2-TZVPD) of a cluster of 5 separate species, C34H37ClN4O11P in total in a non-equilibrium geometry.

Element x y z (Å)
C -0.35045 6.76159 1.26245
C -0.42169 6.14491 -0.15190
C 0.38595 4.85811 -0.40777
C 1.76588 4.83344 0.26447
N -0.34076 3.57809 -0.13776
C -1.33580 3.34720 -1.04473
N -1.05787 2.59297 -2.09539
N -2.58793 3.85480 -0.89816
C -3.11073 3.84859 0.49316
C -4.60086 3.45675 0.43996
C -5.46466 4.59278 -0.09188
O -5.15735 5.26038 -1.03643
O -6.63583 4.78419 0.55037
C -2.24592 3.03983 1.46313
N -2.41481 1.57865 1.37104
C -0.72577 3.34041 1.27834
P 0.18280 1.75962 1.88295
O 1.67599 2.37028 2.32796
Cl 0.63515 0.76471 0.11558
H 0.47845 6.41846 1.88141
H -1.26609 6.54059 1.82391
H -0.29367 7.85058 1.23539
H -1.47671 6.02653 -0.41112
H -0.04455 6.88957 -0.85851
H 0.61156 4.84188 -1.48086
H 1.69340 4.83546 1.34843
H 2.38325 4.02353 -0.11674
H 2.25425 5.76907 -0.02863
H -0.37795 1.84690 -2.03618
H -1.55406 2.71025 -2.96549
H -3.20523 3.38883 -1.55176
H -3.08034 4.88682 0.84418
H -5.00213 3.05891 1.37290
H -4.70817 2.65008 -0.29894
H -7.15698 5.36617 -0.01842
H -2.50437 3.34647 2.48013
H -2.57598 1.20079 2.29205
H -3.14302 1.29549 0.73179
H -0.39375 4.12724 1.95897
H 1.50720 3.04512 2.99576
C 1.81686 -3.93983 -2.23358
C 2.83233 -4.66133 -1.76354
C 3.89178 -4.03869 -0.93036
O 4.82086 -4.69069 -0.50258
C 3.77844 -2.58758 -0.63893
C 2.76170 -1.87320 -1.11297
C 1.70406 -2.49212 -1.94408
O 0.77610 -1.82791 -2.37023
H 1.03611 -4.37416 -2.84376
H 2.93324 -5.71341 -1.96363
H 4.55991 -2.15128 -0.02891
H 2.65866 -0.81429 -0.91746
C -7.54837 -0.43796 5.11873
C -6.38363 0.20581 5.08520
C -6.20149 1.40551 4.23873
O -5.14569 2.00792 4.19313
C -7.34881 1.86359 3.42944
C -8.51424 1.22232 3.45708
C -8.70627 0.02065 4.30907
O -9.76468 -0.56378 4.33810
H -7.70803 -1.31672 5.73011
H -5.52771 -0.10994 5.66793
H -7.18419 2.74369 2.81875
H -9.36660 1.53768 2.86893
C 8.78639 -2.05667 -1.74036
C 7.59775 -1.64486 -1.30737
C 7.43174 -1.06647 0.04692
O 6.34536 -0.69239 0.44320
C 8.63742 -0.96215 0.90152
C 9.82696 -1.37362 0.46988
C 9.99508 -1.95259 -0.88587
O 11.07724 -2.32528 -1.28078
H 8.92964 -2.48284 -2.72497
H 6.70432 -1.71218 -1.91545
H 8.49300 -0.53684 1.88639
H 10.71974 -1.30718 1.07825
C 0.22164 -8.29216 -4.32135
C -0.25289 -9.52733 -4.46124
C 0.40141 -10.68217 -3.79720
O -0.02881 -11.80627 -3.92500
C 1.60307 -10.40609 -2.97138
C 2.07636 -9.17019 -2.83275
C 1.42106 -8.01939 -3.49624
O 1.85267 -6.88923 -3.36750
H -0.23957 -7.43636 -4.79769
H -1.12779 -9.74870 -5.05887
H 2.06548 -11.26105 -2.49518
H 2.95198 -8.94823 -2.23572

## Properties
Frontier orbital gap in eV: 7.81
HOMO energy in eV: -11.349
Electronic energy in eV: -86142.996
Charge: +1
Relative energy (zero: lowest compared OMol25 entry of this formula, charge and spin) in kcal per mole: 0.0



Record 4
The following is a DFT calculation (ωB97M-V/def2-TZVPD) of a cluster of 2 separate species, C3H7OS in total in a non-equilibrium geometry.

Element x y z (Å)
C -1.41035 1.60000 -0.18928
S -0.37120 1.37132 1.31490
H -1.20756 2.55268 -0.68251
H -1.05890 0.84904 -0.94767
H -2.47193 1.36804 -0.19135
C 1.82869 -1.55756 -1.38337
C 0.51470 -1.67310 -1.13033
O 0.01462 -1.44838 0.11563
H 2.43364 -2.22427 -1.99618
H 2.37218 -0.85637 -0.75815
H -0.07454 -2.36515 -1.71144
H 0.14189 -0.52167 0.49866

## Properties
Frontier orbital gap in eV: 6.80
HOMO energy in eV: -2.733
Electronic energy in eV: -16106.699
Charge: -1
Relative energy (zero: lowest compared OMol25 entry of this formula, charge and spin) in kcal per mole: 36.4